No. 1
DFT (ωB97M-V/def2-TZVPD) results for a structure of composition C39H95F2N10O10S2V in a non-equilibrium geometry.

```
159
Properties=species:S:1:pos:R:3:lowdin_spin:R:1
O -2.142 -0.986 -4.498 -0.2654
V -1.730 -2.195 -3.523 1.1884
N -0.467 -1.176 -2.258 0.0144
S 0.373 0.225 -2.580 0.0024
O 1.781 0.239 -2.277 0.0014
O -0.258 1.506 -2.502 0.0002
F 0.447 -0.049 -4.154 0.0004
S -0.076 -1.274 -0.661 0.0021
O -0.304 -0.099 0.110 0.0024
O 1.088 -2.079 -0.483 0.0000
F -1.240 -2.275 -0.261 0.0005
C 1.922 2.711 0.749 0.0000
C 1.673 4.158 0.359 0.0000
N 2.857 5.014 0.367 0.0000
C 2.568 6.327 -0.206 0.0000
C 3.805 7.168 -0.567 0.0000
C 3.680 4.935 1.532 0.0000
C 2.991 5.231 2.878 0.0000
H 2.731 2.305 0.132 0.0000
H 1.040 2.142 0.457 0.0000
H 2.215 2.545 1.783 0.0000
H 1.064 4.180 -0.547 0.0000
H 0.986 4.652 1.077 0.0000
H 1.915 6.842 0.515 0.0000
H 2.061 6.195 -1.159 0.0000
H 4.651 7.029 0.103 0.0000
H 3.554 8.229 -0.540 0.0000
H 4.109 6.918 -1.582 0.0000
H 4.215 3.983 1.623 0.0000
H 4.522 5.627 1.443 0.0000
H 2.212 4.470 2.999 0.0000
H 3.662 5.203 3.733 0.0000
H 2.437 6.173 2.862 0.0000
C -3.796 -3.385 6.939 0.0000
C -4.890 -3.426 5.865 0.0000
N -5.013 -2.253 5.012 0.0000
C -3.957 -2.175 4.005 0.0000
C -4.211 -1.234 2.834 0.0000
C -5.182 -0.977 5.737 0.0000
C -6.348 -1.076 6.695 0.0000
H -4.019 -2.769 7.810 0.0000
H -2.908 -2.912 6.502 0.0000
H -3.459 -4.376 7.239 0.0000
H -4.712 -4.279 5.204 0.0000
H -5.882 -3.651 6.263 0.0000
H -3.029 -1.923 4.552 0.0000
H -3.798 -3.187 3.636 0.0000
H -4.388 -0.229 3.219 0.0000
H -3.334 -1.204 2.189 0.0000
H -5.096 -1.561 2.287 0.0000
H -5.494 -0.281 4.958 0.0000
H -4.224 -0.713 6.201 0.0000
H -7.249 -1.527 6.275 0.0000
H -6.724 -0.129 7.093 0.0000
H -6.119 -1.669 7.585 0.0000
C -1.246 0.120 8.375 0.0000
C -1.636 0.695 7.017 0.0000
N -0.547 1.406 6.355 0.0000
C -1.019 2.011 5.110 0.0000
C -1.516 0.984 4.097 0.0000
C 0.085 2.439 7.182 0.0000
C -0.835 3.529 7.758 0.0000
H -0.310 -0.435 8.297 0.0000
H -2.017 -0.564 8.722 0.0000
H -1.050 0.959 9.043 0.0000
H -1.916 -0.137 6.369 0.0000
H -2.505 1.366 7.125 0.0000
H -1.833 2.729 5.281 0.0000
H -0.192 2.544 4.642 0.0000
H -1.555 1.370 3.076 0.0000
H -0.811 0.153 3.962 0.0000
H -2.454 0.515 4.391 0.0000
H 0.840 2.930 6.559 0.0000
H 0.721 1.996 7.952 0.0000
H -0.280 4.363 8.181 0.0000
H -1.480 3.105 8.532 0.0000
H -1.514 3.923 7.003 0.0000
C 5.218 1.784 -6.773 0.0000
C 4.026 1.869 -5.839 0.0000
N 3.766 3.227 -5.342 0.0000
C 2.802 3.270 -4.261 0.0000
C 2.996 4.434 -3.295 0.0000
C 3.605 4.234 -6.370 0.0000
C 2.326 4.140 -7.204 0.0000
H 6.109 2.256 -6.355 0.0000
H 5.006 2.200 -7.754 0.0000
H 5.509 0.730 -6.815 0.0000
H 3.123 1.402 -6.272 0.0000
H 4.182 1.308 -4.912 0.0000
H 1.797 3.361 -4.722 0.0000
H 2.674 2.336 -3.726 0.0000
H 2.576 4.096 -2.343 0.0000
H 4.056 4.668 -3.221 0.0000
H 2.401 5.315 -3.538 0.0000
H 4.528 4.429 -6.918 0.0000
H 3.587 5.183 -5.811 0.0000
H 2.480 4.396 -8.254 0.0000
H 1.534 4.794 -6.842 0.0000
H 1.926 3.122 -7.214 0.0000
C 0.383 -3.473 -5.827 0.0019
O -0.221 -2.933 -4.882 0.0102
N 0.889 -2.779 -6.830 0.0070
C 1.639 -3.472 -7.879 0.0005
C 0.856 -1.312 -6.874 0.0003
H 0.536 -4.552 -5.901 0.0001
H 1.401 -2.997 -8.830 0.0001
H 1.292 -4.501 -7.938 0.0001
H 2.718 -3.421 -7.743 0.0002
H 0.703 -1.020 -7.909 0.0001
H -0.017 -0.987 -6.314 -0.0002
H 1.765 -0.934 -6.411 0.0002
C 7.300 -0.912 -2.441 0.0000
O 8.462 -0.676 -2.674 0.0000
N 6.298 0.004 -2.369 0.0000
C 4.943 -0.282 -1.957 0.0000
C 6.637 1.396 -2.685 0.0000
H 6.884 -1.916 -2.225 0.0000
H 4.804 -1.324 -1.685 0.0000
H 4.256 0.008 -2.756 0.0000
H 4.712 0.389 -1.125 0.0000
H 6.295 1.594 -3.706 0.0000
H 6.047 2.043 -2.035 0.0000
H 7.697 1.608 -2.646 0.0000
C -4.526 -1.522 -1.834 0.0030
O -3.398 -1.794 -2.279 0.0246
N -4.805 -0.442 -1.125 0.0023
C -6.138 -0.201 -0.614 0.0003
C -3.727 0.395 -0.591 0.0003
H -5.420 -2.133 -1.994 0.0011
H -6.804 -0.981 -0.974 0.0001
H -6.518 0.781 -0.902 0.0001
H -6.118 -0.168 0.477 0.0000
H -3.934 1.448 -0.763 0.0000
H -3.540 0.093 0.437 0.0000
H -2.807 0.195 -1.133 0.0001
C -0.763 -5.245 -2.377 0.0004
O -1.199 -4.103 -2.585 0.0003
N 0.507 -5.557 -2.196 0.0000
C 0.884 -6.932 -1.914 0.0000
C 1.555 -4.556 -2.304 0.0000
H -1.452 -6.092 -2.295 0.0000
H 1.006 -7.054 -0.834 0.0000
H 1.901 -7.098 -2.275 0.0000
H 0.232 -7.673 -2.364 0.0000
H 1.133 -3.579 -2.507 0.0000
H 2.169 -4.450 -1.410 0.0000
H 2.222 -4.853 -3.117 0.0000
C -4.946 -4.910 0.536 0.0000
O -5.191 -3.741 0.298 0.0001
N -3.860 -5.380 1.187 0.0000
C -3.752 -6.828 1.466 0.0000
C -2.758 -4.568 1.605 0.0000
H -5.616 -5.724 0.220 0.0000
H -4.337 -7.343 0.711 0.0000
H -3.970 -6.983 2.519 0.0000
H -2.712 -7.105 1.275 0.0000
H -2.856 -3.509 1.380 0.0000
H -2.522 -4.613 2.667 0.0000
H -1.888 -4.811 0.979 0.0000
```

Values from the calculation:
⟨S²⟩: 0.79
Frontier orbital gap (spin up / spin down) in eV: 4.6 / 5.1
2S+1: 2
E in hartree: -4782.774833
Charge: +1

=====

No. 2
DFT (ωB97M-V/def2-TZVPD) results for a cluster of 2 separate species, C6H14O in total in a non-equilibrium geometry.

```
21
Properties=species:S:1:pos:R:3:nbo_charge:R:1
C 2.350 -3.151 0.103 -0.6472
C 1.484 -2.844 -1.059 -0.2028
C 1.070 -1.616 -1.540 0.0258
C 0.394 -1.481 -2.858 -0.6406
C 1.275 -0.303 -0.813 -0.4435
C 0.000 0.000 0.000 -0.5949
H 2.426 -2.344 0.851 0.2069
H 3.362 -3.380 -0.271 0.2170
H 1.945 -4.050 0.596 0.2184
H 1.226 -3.708 -1.686 0.1901
H -0.650 -1.127 -2.837 0.2140
H 0.420 -2.475 -3.336 0.2127
H 0.991 -0.782 -3.468 0.2131
H 1.544 0.593 -1.406 0.2179
H 2.055 -0.441 -0.040 0.1996
H -0.791 0.093 -0.763 0.1965
H 0.100 0.966 0.523 0.2069
H -0.306 -0.766 0.732 0.2088
O 4.709 0.969 0.783 -0.9392
H 5.326 0.415 0.254 0.4711
H 4.312 0.346 1.433 0.4694
```

Values from the calculation:
Frontier orbital gap in eV: 9.3
SMILES: C/C=C(/C)CC.O
2S+1: 1
E in hartree: -312.213889
Charge: 0

=====

No. 3
DFT (ωB97M-V/def2-TZVPD) results for a cluster of 7 separate species, C28H77N7O7 in total in a non-equilibrium geometry.

```
119
Properties=species:S:1:pos:R:3:lowdin_spin:R:1
C 0.192 -0.814 -4.734 0.0000
C 1.628 -0.720 -5.170 0.0000
C 2.607 -1.653 -4.475 0.0001
O 3.964 -1.318 -4.822 0.0005
C 4.456 0.019 -4.527 0.0002
N 1.639 -0.766 -6.546 0.0000
H 0.247 -1.185 -3.711 0.0000
H -0.451 -1.392 -5.398 0.0000
H -0.190 0.185 -4.524 0.0000
H 1.977 0.298 -4.999 0.0000
H 2.352 -2.682 -4.731 0.0000
H 2.687 -1.528 -3.395 0.0000
H 5.457 0.158 -4.935 0.0002
H 4.480 0.143 -3.444 0.0000
H 3.920 0.831 -5.020 -0.0004
H 1.369 -1.663 -6.923 0.0000
H 0.908 -0.156 -6.884 0.0000
C 5.817 -1.349 1.355 0.0000
C 5.363 -1.109 -0.066 0.0000
C 4.259 -2.118 -0.614 0.0000
O 3.101 -2.038 0.197 0.0000
C 2.450 -3.363 0.052 0.0000
N 4.811 0.278 -0.011 0.0001
H 5.249 -0.879 2.158 0.0000
H 6.853 -1.012 1.378 0.0000
H 5.964 -2.416 1.524 0.0000
H 6.143 -1.118 -0.827 0.0000
H 4.679 -3.123 -0.647 0.0000
H 4.047 -1.832 -1.644 0.0000
H 2.372 -3.659 -0.994 0.0000
H 1.428 -3.207 0.397 0.0000
H 2.971 -4.142 0.608 0.0000
H 4.980 0.823 0.822 0.0000
H 3.871 -0.051 0.160 0.0000
C -4.366 -0.264 4.777 0.0000
C -5.159 -0.093 3.525 0.0000
C -6.634 -0.482 3.478 0.0000
O -6.566 -1.886 3.651 0.0000
C -7.748 -2.564 4.068 0.0000
N -5.078 1.326 3.064 0.0000
H -4.728 0.365 5.591 0.0000
H -3.320 -0.009 4.608 0.0000
H -4.435 -1.301 5.105 0.0000
H -4.602 -0.638 2.763 0.0000
H -7.091 -0.462 2.489 0.0000
H -7.215 0.108 4.187 0.0000
H -8.052 -2.270 5.072 0.0000
H -7.562 -3.634 3.977 0.0000
H -8.618 -2.351 3.446 0.0000
H -4.188 1.575 2.658 0.0000
H -5.803 1.499 2.383 0.0000
C 4.812 4.278 -2.816 0.0307
C 4.574 4.821 -4.241 0.1437
C 5.199 6.142 -4.595 0.0315
O 4.672 7.220 -3.817 0.0324
C 3.358 7.624 -4.274 0.0196
N 4.816 3.766 -5.174 0.5903
H 4.165 3.443 -2.548 0.0002
H 4.567 5.064 -2.102 -0.0005
H 5.891 4.160 -2.716 0.0078
H 3.499 4.999 -4.255 0.0833
H 5.149 6.363 -5.661 -0.0001
H 6.282 6.179 -4.477 0.0103
H 3.061 8.461 -3.642 0.0007
H 2.719 6.755 -4.119 0.0100
H 3.248 7.858 -5.333 0.0020
H 4.551 4.049 -6.107 0.0164
H 4.315 2.891 -5.117 0.0209
C -2.256 -0.699 0.401 0.0000
C -1.141 0.232 0.610 0.0000
C -0.613 0.697 -0.785 0.0000
O 0.428 1.556 -0.582 0.0000
C 1.235 1.699 -1.726 0.0000
N -1.650 1.304 1.448 0.0000
H -2.875 -0.160 -0.317 0.0000
H -2.934 -0.867 1.238 0.0000
H -2.033 -1.715 0.074 0.0000
H -0.352 -0.319 1.122 0.0000
H -1.410 1.068 -1.430 0.0000
H -0.225 -0.262 -1.131 0.0000
H 0.904 2.566 -2.298 0.0000
H 1.254 0.772 -2.300 0.0000
H 2.274 1.766 -1.406 0.0000
H -0.800 1.844 1.527 0.0000
H -2.330 1.888 0.983 0.0000
C -0.921 1.860 5.297 0.0000
C -0.172 0.525 5.216 0.0000
C 1.036 0.451 4.297 0.0000
O 1.538 -0.861 4.269 0.0000
C 2.234 -1.246 3.117 0.0000
N 0.195 0.293 6.670 0.0000
H -1.664 1.969 6.087 0.0000
H -1.404 1.954 4.324 0.0000
H -0.353 2.779 5.435 0.0000
H -0.844 -0.293 4.958 0.0000
H 1.840 1.119 4.607 0.0000
H 0.853 0.766 3.269 0.0000
H 2.964 -0.531 2.737 0.0000
H 1.480 -1.424 2.350 0.0000
H 2.866 -2.110 3.322 0.0000
H 0.429 1.146 7.158 0.0000
H 0.911 -0.418 6.702 0.0000
C -5.415 -1.947 -0.554 0.0000
C -5.976 -3.235 0.161 0.0000
C -4.914 -3.754 1.233 0.0000
O -3.789 -4.259 0.524 0.0000
C -2.693 -4.780 1.246 0.0000
N -7.270 -2.875 0.728 0.0000
H -6.112 -1.577 -1.307 0.0000
H -4.577 -2.274 -1.170 0.0000
H -5.157 -1.099 0.080 0.0000
H -6.159 -4.115 -0.455 0.0000
H -5.417 -4.542 1.794 0.0000
H -4.677 -2.913 1.885 0.0000
H -1.916 -5.266 0.657 0.0000
H -2.890 -5.310 2.178 0.0000
H -2.111 -3.890 1.486 0.0000
H -7.048 -2.322 1.543 0.0000
H -7.662 -3.628 1.276 0.0000
```

Values from the calculation:
⟨S²⟩: 0.75
Frontier orbital gap (spin up / spin down) in eV: 6.8 / 1.4
2S+1: 2
E in hartree: -2022.353578
Charge: +1